This record from OMol25 describes a 3-piece molecular cluster, C22H53BO7SSi overall. The level of theory is ωB97M-V/def2-TZVPD.

Geometry as XYZ:
```
85
Properties=species:S:1:pos:R:3:lowdin_charge:R:1
C -4.63283 1.83068 0.32052 -0.103
C -3.82308 2.18276 -0.92742 -0.245
C -2.84009 1.08369 -1.33154 -0.200
C -1.69695 0.84668 -0.30729 -0.344
C -0.40133 1.60210 -0.66346 -0.069
B -1.50082 -0.70100 -0.14644 -0.674
S -0.70084 -1.60652 -1.55270 0.792
C -2.10490 -1.50320 1.07330 -0.126
C -1.53329 -0.87057 2.33448 -0.250
O -0.20754 -0.45278 2.00698 -0.237
Si 0.94408 0.01069 3.11353 0.416
C 0.58564 1.76514 3.67646 -0.145
C 2.54954 -0.07653 2.17909 -0.147
C 0.94271 -1.14544 4.58455 -0.161
H -4.06696 1.98955 1.24058 0.064
H -5.53531 2.43945 0.39289 0.069
H -4.93755 0.77994 0.30301 0.073
H -4.50325 2.37270 -1.76211 0.102
H -3.26413 3.10865 -0.75576 0.112
H -3.41489 0.16333 -1.50275 0.083
H -2.38705 1.34064 -2.29357 0.114
H -2.03717 1.23118 0.66085 0.108
H 0.48847 1.03695 -0.37921 0.060
H -0.34846 2.56580 -0.15242 0.078
H -0.33289 1.78437 -1.73755 0.076
H 0.12603 -2.35852 -0.81072 -0.138
H -1.85087 -2.56439 1.02730 0.096
H -3.19862 -1.42663 1.05731 0.115
H -2.12654 -0.00462 2.64955 0.118
H -1.50503 -1.56979 3.17602 0.113
H 1.35458 2.44579 3.30243 0.029
H 0.55196 1.86785 4.76281 0.027
H -0.37245 2.10904 3.27708 0.028
H 3.41125 -0.08353 2.84956 0.022
H 2.56170 -0.98355 1.56844 0.039
H 2.63508 0.77127 1.49580 0.037
H 1.93208 -1.13455 5.04980 0.032
H 0.72099 -2.17668 4.29851 0.034
H 0.21701 -0.84629 5.34414 0.033
C 9.39015 1.74530 1.36977 -0.115
O 9.15085 1.30742 2.68666 -0.192
C 8.31066 2.14533 3.45348 -0.202
C 7.22586 1.37201 4.17457 -0.182
O 6.24630 0.79359 3.32849 -0.126
C 6.58993 -0.35644 2.57211 -0.182
C 6.87788 -1.60885 3.37379 -0.202
O 8.10525 -1.53920 4.07001 -0.194
C 8.07943 -2.07307 5.37194 -0.116
H 10.16723 2.51720 1.33130 0.087
H 9.72777 0.88402 0.79458 0.088
H 8.48099 2.14419 0.90684 0.088
H 7.84746 2.91180 2.82199 0.123
H 8.90931 2.66066 4.21678 0.127
H 6.67483 2.10617 4.76853 0.128
H 7.65878 0.64150 4.85897 0.115
H 7.40207 -0.15093 1.87272 0.117
H 5.68875 -0.58199 1.99600 0.116
H 6.91073 -2.44523 2.66175 0.129
H 6.04835 -1.79514 4.06683 0.123
H 7.16520 -1.78843 5.90523 0.086
H 8.93818 -1.67089 5.90771 0.089
H 8.15078 -3.16685 5.36793 0.087
C -8.55518 -1.32443 -7.34969 -0.115
O -7.18650 -1.48641 -7.06035 -0.193
C -6.35485 -0.42247 -7.48127 -0.203
C -5.40729 0.02819 -6.38864 -0.182
O -6.04373 0.64790 -5.28275 -0.120
C -6.67285 -0.17631 -4.31442 -0.180
C -5.71977 -0.90283 -3.38830 -0.199
O -5.02698 -1.94331 -4.04567 -0.187
C -3.65548 -2.03931 -3.72903 -0.119
H -8.78648 -1.58740 -8.38827 0.087
H -9.11093 -1.99104 -6.69123 0.087
H -8.88483 -0.29573 -7.16946 0.088
H -6.95788 0.43010 -7.81266 0.122
H -5.74630 -0.75230 -8.33391 0.126
H -4.78421 0.81238 -6.82689 0.128
H -4.75808 -0.79153 -6.07943 0.117
H -7.37412 -0.87904 -4.76692 0.117
H -7.23800 0.52021 -3.68967 0.128
H -6.31456 -1.32167 -2.56382 0.130
H -5.01802 -0.17860 -2.95950 0.104
H -3.18091 -1.05311 -3.68150 0.075
H -3.17933 -2.61662 -4.52058 0.091
H -3.48871 -2.55245 -2.77605 0.074
```

Summary:
E_LUMO in eV: 0.5338
SMILES: CCC[C@H](C)B(S)CCO[Si](C)(C)C.COCCOCCOC.COCCOCCOC
Net charge: 0
HOMO in eV: -8.980